ORCA calculation (the ωB97M-V functional and the def2-TZVPD basis) on a molecular structure, C18H49N3O8Rb.

Results
* E: -1505.096330 hartree
* 2S+1: 1
* net charge: +1
* HOMO: -11.1 eV

Cartesian coordinates (Å):
Rb 1.009 -1.137 -0.357
C 1.537 -5.119 2.746
O 0.338 -4.674 2.135
C -0.808 -5.330 2.576
C -2.034 -4.656 1.965
N -2.168 -3.236 2.403
C -3.490 -2.760 2.262
C -4.112 -2.704 0.865
O -3.313 -2.000 -0.068
C -3.919 -1.956 -1.344
H 1.399 -5.030 3.823
H 2.196 -4.327 2.389
H 1.743 -6.132 2.400
H -0.887 -5.338 3.663
H -0.850 -6.306 2.091
H -2.784 -5.288 2.442
H -2.029 -4.845 0.892
H -1.818 -3.161 3.348
H -3.594 -1.753 2.667
H -4.174 -3.333 2.888
H -5.005 -2.124 1.099
H -4.383 -3.732 0.623
H -3.996 -2.986 -1.693
H -3.390 -1.308 -2.043
H -4.882 -1.468 -1.198
C 2.063 1.489 5.881
C 3.054 0.622 5.023
O 3.239 1.296 3.823
O 0.759 1.516 5.311
H 2.429 2.515 5.925
H 1.924 1.081 6.883
H 2.691 -0.391 4.853
H 3.982 0.523 5.585
H 3.859 2.018 3.951
H 0.692 1.962 4.464
C 3.756 5.197 -4.357
C 2.907 4.908 -3.056
O 1.830 3.966 -3.210
O 3.010 6.058 -5.255
H 3.953 4.325 -4.981
H 4.707 5.664 -4.101
H 2.402 5.830 -2.767
H 3.526 4.688 -2.186
H 1.416 4.232 -4.034
H 3.646 6.373 -5.902
C 3.820 -3.863 -6.386
C 3.769 -3.949 -4.868
C 4.920 -3.112 -4.266
O 5.037 -3.255 -2.776
C 6.142 -2.567 -2.230
N 2.455 -3.457 -4.506
H 2.970 -4.312 -6.901
H 4.725 -4.380 -6.702
H 3.959 -2.847 -6.753
H 3.868 -4.966 -4.490
H 4.930 -2.139 -4.758
H 5.793 -3.575 -4.725
H 6.118 -1.504 -2.473
H 7.064 -2.996 -2.623
H 6.146 -2.516 -1.141
H 2.124 -2.679 -5.058
H 1.800 -4.168 -4.798
C -4.229 5.113 -0.138
C -3.811 4.938 1.319
C -4.997 4.602 2.238
O -5.712 5.754 2.507
C -6.927 5.582 3.221
N -2.839 3.823 1.257
H -3.402 5.470 -0.751
H -4.898 5.955 -0.316
H -4.617 4.177 -0.540
H -3.359 5.829 1.755
H -4.611 4.194 3.171
H -5.572 3.831 1.725
H -7.337 6.585 3.341
H -6.689 5.203 4.215
H -7.542 4.861 2.682
H -3.365 3.100 0.786
H -2.163 4.101 0.560

Results of the Mulliken charge analysis, in e, for atoms 1 through 2: number 1, Rb, carries 0.954; number 2, C, carries -0.744